Model A:
{"formula": "C3H5NO2P", "method": "ωB97M-V with the def2-TZVPD basis set", "elements": ["C", "C", "C", "N", "O", "O", "P", "H", "H", "H", "H", "H"], "positions_angstrom": [[2.677, -0.762, 0.429], [0.171, 0.182, 1.252], [1.327, 0.108, 0.266], [-0.055, -0.522, 0.051], [3.578, -0.255, -0.274], [2.645, -1.731, 1.150], [-0.949, 0.220, -1.194], [0.237, -0.515, 2.279], [-0.384, 1.070, 1.329], [1.679, 1.042, -0.094], [-2.338, -0.199, -0.861], [-0.573, -0.796, -2.093]], "mol_weight_g_mol": 118.1, "total_charge": -1, "e_lumo_ev": 3.9, "homo_lumo_gap_ev": 8.106}


Model B:
{"formula": "C3H5NO2P", "method": "ωB97M-V with the def2-TZVPD basis set", "elements": ["C", "C", "C", "N", "O", "O", "P", "H", "H", "H", "H", "H"], "positions_angstrom": [[-0.763, -0.873, -0.061], [-1.742, 0.200, 0.310], [0.995, -0.396, 0.377], [-0.911, -1.718, -0.993], [-1.314, 1.144, -0.415], [-2.815, 0.169, 0.924], [1.093, 1.204, -0.427], [1.262, -0.411, 1.372], [1.442, -1.068, -0.306], [-0.066, -2.129, -1.360], [2.405, 1.705, 0.118], [0.414, 2.175, 0.460]], "mol_weight_g_mol": 118.1, "total_charge": -1, "e_lumo_ev": 4.2, "homo_lumo_gap_ev": 8.685}


Of the structures shown above, model A is the most stable.